one) Molecular formula: C3H7N2OS
Method: DFT, wB97M-V/def2-TZVPD

Structure (XYZ):
```
14
C3H7N2OS | the Open Molecules 2025 dataset | wB97M-V/def2-TZVPD
C 1.496 -0.755 0.226
C -1.303 0.628 -0.094
C -0.063 1.215 0.547
N -1.650 -0.629 0.478
N 2.483 -1.577 0.203
O -2.014 -1.530 -0.450
S 1.448 0.746 -0.471
H -2.236 1.309 0.350
H -1.103 0.777 -1.227
H -0.276 2.353 0.600
H -0.036 0.859 1.500
H 2.623 -2.355 0.816
H 3.343 -1.590 -0.340
H -1.917 -1.377 -1.361
```

Properties
* gap between HOMO and LUMO (alpha / beta): 10.11 / 5.52 eV
* charge: +1
* spin multiplicity: 1

=====

two) Molecular formula: C3H7N2OS
Method: DFT, wB97M-V/def2-TZVPD

Structure (XYZ):
```
14
C3H7N2OS | the Open Molecules 2025 dataset | wB97M-V/def2-TZVPD
C 0.972 2.116 -0.825
C 1.447 1.074 0.110
C -0.366 -0.359 -0.739
N -1.613 -0.850 -0.575
N 0.217 0.242 0.450
O 1.578 3.137 -1.030
S -0.298 1.591 -1.905
H 2.124 0.433 -0.498
H 1.706 1.445 1.103
H 0.256 -1.108 -1.114
H -2.412 -0.225 -0.284
H -1.831 -1.669 -1.257
H 0.360 -0.406 1.206
H -0.493 0.889 0.789
```

Properties
* gap between HOMO and LUMO: 9.46 eV
* charge: +1
* spin multiplicity: 1

=====

Most stable structure, least stable structure: two), one).

=====

one) Molecular formula: CH5S2
Method: DFT, wB97M-V/def2-TZVPD

Structure (XYZ):
```
8
CH5S2 | the Open Molecules 2025 dataset | wB97M-V/def2-TZVPD
S -1.371 -2.528 -0.236
H -0.617 -1.413 -0.603
C 0.428 1.523 0.178
S 0.979 0.119 -0.874
H 1.285 2.137 0.449
H -0.295 2.147 -0.356
H -0.056 1.187 1.095
H -0.353 -3.172 0.346
```

Properties
* gap between HOMO and LUMO: 6.33 eV
* charge: -1
* spin multiplicity: 1

=====

two) Molecular formula: CH5S2
Method: DFT, wB97M-V/def2-TZVPD

Structure (XYZ):
```
8
CH5S2 | the Open Molecules 2025 dataset | wB97M-V/def2-TZVPD
S 1.217 -0.560 2.341
H 0.490 -1.685 2.618
C -0.603 0.293 -1.362
S 0.550 1.263 -0.364
H -0.015 -0.245 -2.064
H -1.095 -0.464 -0.734
H -1.424 0.917 -1.874
H 0.879 0.481 1.439
```

Properties
* gap between HOMO and LUMO: 6.49 eV
* charge: -1
* spin multiplicity: 1

=====

three) Molecular formula: CH5S2
Method: DFT, wB97M-V/def2-TZVPD

Structure (XYZ):
```
8
CH5S2 | the Open Molecules 2025 dataset | wB97M-V/def2-TZVPD
S -0.325 1.209 -2.198
H -1.468 1.283 -1.496
C -0.050 -0.427 0.960
S 1.624 -0.701 0.351
H -0.155 0.602 1.298
H -0.220 -1.096 1.806
H -0.779 -0.617 0.178
H 1.373 -0.253 -0.899
```

Properties
* gap between HOMO and LUMO: 6.46 eV
* charge: -1
* spin multiplicity: 1

=====

Most stable structure, least stable structure: three), two).

=====

one) Molecular formula: C4H29NO12
Method: DFT, wB97M-V/def2-TZVPD

Structure (XYZ):
```
46
C4H29NO12 | the Open Molecules 2025 dataset | wB97M-V/def2-TZVPD
C 0.634 -0.111 2.891
N 1.307 -0.611 1.685
C -0.181 -0.220 -0.207
C 0.486 -1.302 0.680
C -0.510 -2.290 1.268
O -0.165 -2.744 2.488
O -1.519 -2.725 0.752
H 0.468 -0.888 3.621
H -0.244 0.497 2.640
H 1.356 0.557 3.367
H 1.891 0.104 1.273
H 0.548 0.156 -0.917
H -0.996 -0.586 -0.837
H -0.786 0.462 0.401
H 1.105 -1.816 -0.066
H -0.945 -3.249 2.771
H -2.402 -3.077 -2.072
H -1.410 -2.235 -1.158
O -1.502 -2.780 -1.945
H -0.310 2.899 -3.773
H 1.190 2.652 -3.784
O 0.553 3.335 -3.551
H 2.576 -3.534 2.493
H 2.975 -2.188 2.174
O 3.369 -3.079 2.165
H 3.118 2.063 0.318
H 4.126 1.776 1.380
O 3.572 1.314 0.741
H 2.867 -3.737 0.540
H 2.730 -3.848 -1.036
O 2.250 -3.774 -0.210
H -2.821 -1.329 0.440
H -4.149 -0.726 1.087
O -3.308 -0.533 0.681
H -1.458 4.336 -1.354
H -0.123 3.882 -1.972
O -0.677 3.811 -1.157
H -3.019 2.110 -0.743
H -4.226 1.241 -1.165
O -3.509 1.779 -1.501
H 0.657 3.286 -0.055
H 0.996 1.876 0.568
O 1.287 2.785 0.484
H -1.406 1.837 -2.639
H -2.603 2.546 -3.277
O -1.791 2.079 -3.488
```

Properties
* SMILES: CN[C@H](C)C(=O)O.O.O.O.O.O.O.O.O.O.O
* gap between HOMO and LUMO: 9.28 eV
* spin multiplicity: 1

=====

two) Molecular formula: C4H29NO12
Method: DFT, wB97M-V/def2-TZVPD

Structure (XYZ):
```
46
C4H29NO12 | the Open Molecules 2025 dataset | wB97M-V/def2-TZVPD
C 1.783 -0.653 -1.873
N 0.796 -0.272 -0.662
C 0.166 -1.302 0.083
O 0.594 -2.428 -0.334
O -0.523 -1.072 1.111
C 3.127 -0.358 -1.266
C 3.330 1.134 -0.910
H 1.614 -1.759 -2.371
H 1.447 0.237 -2.566
H 0.635 0.776 -0.754
H 0.115 -3.227 0.355
H 3.906 -0.563 -1.920
H 3.413 -1.076 -0.399
H 2.758 1.787 -1.480
H 3.255 1.551 0.125
H 4.315 1.493 -1.265
H -2.789 -2.512 2.704
H -1.780 -1.944 1.800
O -2.260 -2.783 2.007
H -2.082 2.628 -3.310
H -2.719 1.521 -2.268
O -2.647 2.464 -2.604
H -0.289 -0.352 3.223
H 0.258 -0.580 4.682
O 0.084 -1.088 3.871
H -1.513 2.205 -1.136
H -1.418 1.277 0.109
O -0.983 1.650 -0.593
H 1.944 2.986 -0.001
H 0.438 2.731 -0.093
O 1.203 3.183 -0.574
H 0.596 1.661 1.723
H 1.427 0.525 1.547
O 1.565 1.524 1.509
H -3.500 -0.765 -0.141
H -2.178 -0.774 -1.087
O -3.210 -0.686 -1.076
H 0.365 2.743 -1.907
H 0.489 3.261 -3.464
O 0.134 2.587 -2.887
H 0.021 -3.969 2.116
H -1.383 -4.263 1.267
O -0.379 -4.272 1.303
H -1.827 1.209 2.461
H -0.877 0.178 1.599
O -1.160 1.170 1.877
```

Properties
* SMILES: CCCNC(=O)O.O.O.O.O.O.O.O.O.O.O
* gap between HOMO and LUMO: 9.77 eV
* spin multiplicity: 1

=====

Most stable structure, least stable structure: one), two).

=====

one) Molecular formula: C4H13N3
Method: DFT, wB97M-V/def2-TZVPD

Structure (XYZ):
```
20
C4H13N3 | the Open Molecules 2025 dataset | wB97M-V/def2-TZVPD
C 0.531 0.041 1.373
N 0.301 0.557 0.130
C -1.025 0.448 -0.474
C -1.117 0.644 -1.970
N -0.465 2.009 -2.170
C 0.245 -1.367 1.688
N 1.414 -2.220 1.369
H -0.040 0.635 2.163
H 1.656 0.009 1.666
H 0.688 1.468 -0.052
H -1.685 1.190 0.134
H -1.333 -0.559 -0.330
H -0.462 -0.010 -2.405
H -2.223 0.384 -2.031
H -0.621 2.226 -3.131
H 0.556 1.867 -1.961
H -0.555 -1.605 0.955
H -0.119 -1.438 2.697
H 1.302 -3.273 1.584
H 2.278 -1.916 1.708
```

Properties
* SMILES: NCCNCCN
* gap between HOMO and LUMO: 9.47 eV
* spin multiplicity: 1

=====

two) Molecular formula: C4H13N3
Method: DFT, wB97M-V/def2-TZVPD

Structure (XYZ):
```
20
C4H13N3 | the Open Molecules 2025 dataset | wB97M-V/def2-TZVPD
C -1.828 0.471 0.556
C 0.486 1.127 1.839
N -0.237 1.025 0.594
H 0.168 1.563 -0.166
H 0.904 2.126 1.960
H -1.789 -0.529 0.996
H -2.264 1.122 1.310
H -2.414 0.562 -0.352
H -0.122 0.894 2.714
H 1.343 0.437 1.893
C 0.806 -1.741 -0.236
C 0.647 -0.443 -0.991
N -0.415 -0.533 -1.967
N 1.696 0.308 -1.153
H -0.407 0.184 -2.681
H -0.651 -1.448 -2.325
H 1.557 1.085 -1.798
H -0.155 -2.131 0.102
H 1.210 -2.498 -0.907
H 1.467 -1.581 0.611
```

Properties
* SMILES: [H]/N=C(/C)N.CNC
* gap between HOMO and LUMO: 8.61 eV
* spin multiplicity: 1

=====

Most stable structure, least stable structure: one), two).

=====

one) Molecular formula: C4H13N3
Method: DFT, wB97M-V/def2-TZVPD

Structure (XYZ):
```
20
C4H13N3 | the Open Molecules 2025 dataset | wB97M-V/def2-TZVPD
C 0.303 0.037 -0.925
C 1.473 -0.210 0.055
C 1.466 0.675 1.300
N 1.770 2.057 0.912
N -1.013 -0.130 -0.358
C -1.748 -1.373 -0.591
N -3.142 -1.138 -1.047
H 0.414 1.070 -1.254
H 0.433 -0.642 -1.766
H 1.506 -1.263 0.348
H 2.421 -0.038 -0.470
H 0.467 0.698 1.746
H 2.180 0.254 2.011
H 1.819 2.691 1.699
H 2.708 2.109 0.509
H -1.153 0.137 0.602
H -1.883 -1.859 0.379
H -1.284 -1.994 -1.353
H -3.103 -0.269 -1.582
H -3.634 -0.809 -0.215
```

Properties
* SMILES: NCCCNCN
* gap between HOMO and LUMO: 9.44 eV
* spin multiplicity: 1

=====

two) Molecular formula: C4H13N3
Method: DFT, wB97M-V/def2-TZVPD

Structure (XYZ):
```
20
C4H13N3 | the Open Molecules 2025 dataset | wB97M-V/def2-TZVPD
C 0.666 -2.050 -0.790
N 1.636 -0.545 -1.157
N 0.928 0.592 -1.290
H 2.026 -0.826 -2.060
H 0.493 0.834 -2.176
H 1.200 1.337 -0.660
H 0.748 -2.480 -1.792
H -0.379 -2.282 -0.586
H 1.377 -2.596 -0.174
C -0.495 -0.410 1.340
C -1.735 1.570 0.341
C -0.554 1.053 1.121
N 0.358 1.890 1.436
H 1.139 1.442 1.918
H -0.050 -0.669 2.302
H -1.455 -0.903 1.225
H -1.561 2.593 0.013
H -1.951 0.938 -0.521
H -2.618 1.561 0.983
H 0.229 -1.048 0.525
```

Properties
* SMILES: CC(C)=N.CNN
* gap between HOMO and LUMO: 9.44 eV
* spin multiplicity: 1

=====

Most stable structure, least stable structure: one), two).

=====

one) Molecular formula: C4H13N3
Method: DFT, wB97M-V/def2-TZVPD

Structure (XYZ):
```
20
C4H13N3 | the Open Molecules 2025 dataset | wB97M-V/def2-TZVPD
C 0.547 1.334 -0.787
C 0.637 1.545 0.733
C -0.577 -0.121 -2.267
C -1.500 -1.741 0.924
N -0.609 0.560 -1.163
N -0.331 -1.419 0.123
N 1.553 0.574 1.334
H 0.416 -1.020 0.690
H 1.515 0.628 2.347
H 2.506 0.762 1.040
H 1.480 0.873 -1.151
H 0.444 2.313 -1.267
H 0.925 2.584 0.952
H -0.354 1.375 1.155
H -1.531 -0.346 -2.723
H 0.352 -0.259 -2.832
H -0.030 -2.208 -0.475
H -1.288 -2.457 1.732
H -2.270 -2.160 0.269
H -1.887 -0.818 1.365
```

Properties
* SMILES: C=NCCN.CN
* gap between HOMO and LUMO: 8.65 eV
* spin multiplicity: 1

=====

two) Molecular formula: C4H13N3
Method: DFT, wB97M-V/def2-TZVPD

Structure (XYZ):
```
20
C4H13N3 | the Open Molecules 2025 dataset | wB97M-V/def2-TZVPD
C 0.340 0.390 0.948
N 0.225 -0.981 0.485
C -0.727 -1.910 0.975
N -1.662 -2.337 -0.117
C 1.464 1.140 0.211
N 1.261 1.548 -1.174
C -0.126 1.670 -1.651
H -0.580 0.907 0.669
H 0.573 0.408 2.018
H 1.104 -1.324 0.176
H -1.276 -1.445 1.802
H -0.226 -2.811 1.341
H -2.478 -1.742 -0.122
H -2.084 -3.212 0.212
H 2.368 0.524 0.177
H 1.661 1.977 0.896
H 1.739 2.363 -1.531
H -0.248 1.218 -2.638
H -0.591 2.656 -1.579
H -0.737 0.960 -1.097
```

Properties
* SMILES: CNCCNCN
* gap between HOMO and LUMO: 9.34 eV
* spin multiplicity: 1

=====

Most stable structure, least stable structure: two), one).

=====

one) Molecular formula: C4H13N3
Method: DFT, wB97M-V/def2-TZVPD

Structure (XYZ):
```
20
C4H13N3 | the Open Molecules 2025 dataset | wB97M-V/def2-TZVPD
N 0.217 -1.686 -0.276
C -0.554 -0.481 -0.022
C 0.289 0.798 -0.032
C 1.302 0.921 -1.206
N 1.811 2.269 -1.260
C -1.184 -0.596 1.389
N -2.464 -1.290 1.334
H 0.554 -2.157 0.552
H 0.988 -1.547 -0.910
H -1.394 -0.401 -0.708
H -0.376 1.660 -0.137
H 0.892 0.872 0.879
H 0.801 0.570 -2.110
H 2.124 0.234 -0.986
H 2.658 2.336 -1.807
H 1.160 2.957 -1.613
H -1.364 0.409 1.765
H -0.428 -1.109 2.011
H -2.318 -2.178 0.857
H -2.710 -1.582 2.279
```

Properties
* SMILES: NCC[C@@H](N)CN
* gap between HOMO and LUMO: 10.07 eV
* spin multiplicity: 1

=====

two) Molecular formula: C4H13N3
Method: DFT, wB97M-V/def2-TZVPD

Structure (XYZ):
```
20
C4H13N3 | the Open Molecules 2025 dataset | wB97M-V/def2-TZVPD
C -2.226 0.019 -1.539
C -1.020 0.416 -0.744
N -0.970 1.334 0.120
N 0.160 -1.204 -2.176
C 0.237 -0.381 -0.979
H 0.193 0.439 1.643
H -1.846 1.836 0.268
H 0.955 -1.829 -2.214
H 0.185 -0.626 -3.010
H 1.093 0.312 -0.963
H -3.132 0.453 -1.119
H -2.114 0.366 -2.565
H -2.301 -1.065 -1.566
C 2.085 0.274 2.379
N 0.726 -0.215 2.220
H 0.270 -0.259 3.128
H 0.352 -1.043 -0.116
H 2.555 0.316 1.399
H 2.643 -0.426 3.004
H 2.157 1.282 2.830
```

Properties
* SMILES: [H]/N=C(\C)CN.CN
* gap between HOMO and LUMO: 9.80 eV
* spin multiplicity: 1

=====

Most stable structure, least stable structure: one), two).